C21H47OP3STl as an isolated structure in a non-equilibrium geometry. Source: the OMol25 dataset; level of theory: ωB97M-V with the def2-TZVPD basis set.

Properties
* E_LUMO: -12.02 eV
* energy relative to the best compared isomer or geometry (same formula, charge and spin): 15.4 kcal per mole
* E_HOMO: -14.983 eV
* energy: -2497.2738 hartree
* largest force on an atom: 2.08 eV/A
* charge: +3
* HOMO-LUMO gap: 0.1087 Eh

Structure (XYZ):
```
74
C21H47OP3STl (ωB97M-V with the def2-TZVPD basis set)
Tl -0.242 0.355 0.640
P -2.176 2.531 0.881
P -2.225 -1.357 1.785
P 1.702 1.663 -0.611
H -0.733 -4.144 -2.059
C 0.306 -3.807 -2.079
C 1.173 -4.116 -1.100
H 0.867 -4.685 -0.210
C -3.341 2.582 -0.535
C -3.325 2.568 2.311
C -1.506 4.238 0.871
C -1.790 -3.131 1.768
C -2.649 -1.104 3.548
C -3.885 -1.401 1.023
C 2.875 0.379 -1.129
C 2.726 2.989 0.079
C 0.916 2.484 -2.021
H 0.608 -3.210 -2.945
H 2.230 -3.832 -1.144
H -4.000 3.463 -0.476
H -3.951 1.668 -0.539
H -2.764 2.625 -1.468
H -3.949 3.475 2.286
H -2.741 2.562 3.242
H -3.972 1.679 2.291
H -2.314 4.986 0.890
H -0.895 4.385 -0.032
H -0.869 4.378 1.757
H -2.719 -3.718 1.761
H -1.201 -3.377 2.661
H -1.194 -3.364 0.874
H -3.483 -1.776 3.799
H -2.959 -0.067 3.733
H -1.780 -1.323 4.185
H -4.497 -2.131 1.569
H -3.805 -1.712 -0.027
H -4.363 -0.413 1.056
H 3.456 0.710 -2.001
H 2.362 -0.562 -1.372
H 3.560 0.170 -0.293
H 3.444 3.343 -0.678
H 3.267 2.623 0.962
H 2.082 3.824 0.390
H 1.686 2.885 -2.695
H 0.307 3.315 -1.636
H 0.229 1.841 -2.581
C 1.543 -1.072 -5.467
C 1.020 -0.515 -6.655
C 1.110 -1.228 -7.854
C 1.748 -2.470 -7.898
C 2.374 -2.980 -6.740
C 2.284 -2.264 -5.535
S 1.257 -0.367 -3.884
H 0.478 -1.328 -3.282
H 0.541 0.456 -6.590
H 0.673 -0.809 -8.761
H 1.770 -3.064 -8.818
H 2.926 -3.926 -6.769
H 2.763 -2.631 -4.613
C 2.731 -0.941 4.242
C 1.274 -0.938 3.808
O 0.808 0.303 3.230
C 0.932 1.471 4.072
C 0.078 1.410 5.327
H 3.388 -0.666 3.408
H 3.002 -1.954 4.563
H 2.910 -0.254 5.076
H 1.115 -1.683 3.012
H 0.619 -1.206 4.658
H 1.997 1.622 4.336
H 0.597 2.304 3.429
H 0.463 0.681 6.051
H 0.104 2.386 5.820
H -0.972 1.176 5.102
```